1.
Density functional theory data (wB97M-V/def2-TZVPD) for a molecular structure, C33H26BrCl5F3NNaSbSe2Te.

Geometry as ORCA input:
```
! RIJCOSX wB97M-V def2-TZVPD def2/J DEFGRID3
* xyz -2 1
Te 0.139 -2.151 -1.244
Sb -0.040 0.169 -2.846
Br -2.544 4.696 0.325
Se -3.565 -0.202 -0.008
Se -1.760 -1.554 3.235
Cl 5.879 2.103 2.064
Cl 3.788 -0.047 1.191
Cl 4.971 4.602 3.705
Cl -0.121 2.798 3.641
Cl 1.967 4.932 4.485
Na 1.003 0.019 0.679
F -1.686 -2.871 -8.198
F 5.877 -0.089 -5.048
F -1.307 6.370 -4.119
N 0.416 1.944 -0.367
C 2.298 0.452 -4.898
C 1.574 2.541 3.203
C 1.904 1.396 2.493
C -1.713 2.775 -3.787
C 3.252 1.329 2.163
C -3.583 0.286 1.882
C -0.844 3.937 -0.051
C -3.399 -2.127 0.181
C 0.582 3.259 -4.095
C -1.363 -2.218 -7.042
C -0.731 2.561 -0.107
C 0.298 4.632 -4.145
C -0.662 -2.891 -6.066
C -0.342 -2.212 -4.889
C 2.473 3.533 3.591
C -2.036 4.131 -3.859
C -1.011 5.035 -4.041
C 1.447 4.110 -0.493
C 4.211 2.280 2.513
C -0.541 -0.901 4.610
C 1.483 2.724 -0.547
C 3.815 3.398 3.242
C 0.255 4.751 -0.234
C -1.742 -0.904 -6.895
C -1.397 -0.238 -5.715
C -2.237 0.233 2.588
C -0.701 -0.874 -4.682
C 3.598 0.390 -5.401
C -0.413 2.271 -3.960
C 3.072 -0.282 -2.759
C 4.380 -0.359 -3.244
C 2.012 0.129 -3.566
C 4.608 -0.014 -4.557
H -4.187 -2.501 0.837
H 1.491 0.753 -5.558
H 1.624 2.958 -4.170
H 1.083 5.377 -4.243
H -1.423 0.572 1.952
H -2.257 0.851 3.483
H -2.407 -2.378 0.545
H 3.823 0.643 -6.431
H 2.875 -0.587 -1.736
H 0.081 -0.124 4.172
H 0.088 -1.732 4.923
H -3.054 4.487 -3.743
H 2.411 2.204 -0.773
H 0.197 -2.739 -4.107
H -3.508 -2.537 -0.820
H -2.278 -0.405 -7.695
H 0.174 5.831 -0.203
H -0.357 -3.920 -6.226
H -2.521 2.070 -3.579
H -1.599 1.919 -0.003
H -4.313 -0.343 2.389
H -3.957 1.310 1.882
H 2.357 4.677 -0.646
H 5.195 -0.699 -2.616
H -1.668 0.804 -5.617
H -1.098 -0.513 5.459
*
```

Calculated values
HOMO-LUMO gap = 3.6293 eV
molar mass = 1181.0 g/mol
HOMO = -0.19 eV
LUMO = 3.438 eV

=====

2.
Density functional theory data (wB97M-V/def2-TZVPD) for a molecular structure, C24H45FeGeN2O2Si2Te.

Geometry as ORCA input:
```
! RIJCOSX wB97M-V def2-TZVPD def2/J DEFGRID3
* xyz 0 6
Te -0.936 -1.321 -0.792
Ge -1.147 0.612 3.511
Fe 0.036 1.034 0.484
Si 2.057 -2.471 -2.140
Si -2.650 -4.016 0.206
O 1.980 1.620 -0.065
O -1.951 1.240 -0.457
N 1.204 3.681 -0.623
N -0.037 3.187 -0.457
C -2.509 -5.746 1.007
C 2.363 -3.750 -0.752
C -3.343 -4.176 -1.566
C -0.065 1.902 2.555
C -0.742 5.396 -1.172
C -2.763 2.204 -0.645
C 5.775 2.944 -1.539
C 0.218 -2.057 -2.484
C -1.038 3.975 -0.775
C 2.180 2.823 -0.434
C 6.061 4.291 -1.401
C -3.760 -2.833 1.207
C -2.371 3.525 -0.798
C -1.356 0.880 5.494
C 3.536 3.326 -0.741
C 2.797 -3.190 -3.752
C -2.980 0.498 2.736
C 2.942 -0.845 -1.722
C -4.226 1.832 -0.744
C -0.890 -3.296 0.133
C 4.524 2.462 -1.198
C 5.086 5.155 -0.930
C -0.251 -1.154 3.274
C 3.829 4.680 -0.607
H 0.625 -1.229 3.911
H 2.373 -4.156 -4.003
H -1.647 5.966 -1.347
H -0.253 -3.929 -0.470
H 0.984 1.915 2.846
H -4.766 -3.225 1.333
H 2.791 -0.117 -2.517
H 4.010 -0.999 -1.609
H -0.135 5.392 -2.078
H -4.486 1.186 0.095
H -2.896 0.279 1.674
H -3.510 1.441 2.847
H -1.828 -6.377 0.442
H 1.893 -4.704 -0.964
H 2.571 -0.394 -0.805
H -0.910 -1.985 3.509
H 2.003 -3.406 0.213
H -0.400 0.844 6.006
H -0.148 5.879 -0.397
H -0.454 -3.219 1.124
H -0.458 2.912 2.509
H -3.576 -0.278 3.208
H -2.127 -5.684 2.022
H 7.040 4.672 -1.653
H -3.471 -6.248 1.043
H 3.869 -3.322 -3.643
H -3.354 -2.643 2.197
H 2.636 -2.529 -4.597
H -3.135 4.262 -0.999
H -4.389 1.262 -1.659
H 0.161 -1.263 -3.228
H -3.288 -3.223 -2.084
H 5.305 6.208 -0.827
H -4.380 -4.498 -1.568
H -2.778 -4.897 -2.148
H 4.300 1.415 -1.298
H -3.841 -1.872 0.701
H 3.430 -3.932 -0.652
H 3.061 5.342 -0.243
H -1.822 1.837 5.706
H 0.083 -1.255 2.241
H -4.869 2.705 -0.744
H -1.989 0.096 5.902
H 6.524 2.268 -1.920
H -0.322 -2.911 -2.887
*
```

Calculated values
HOMO-LUMO gap (spin up / spin down) = 7.2937 / 5.3981 eV
molar mass = 705.9 g/mol
HOMO (spin up / spin down) = -7.09 / -6.97 eV
LUMO (spin up / spin down) = 0.208 / -1.572 eV

=====

3.
Density functional theory data (wB97M-V/def2-TZVPD) for 2 unconnected molecules or ions with the total composition C5H15N2S.

Geometry as ORCA input:
```
! RIJCOSX wB97M-V def2-TZVPD def2/J DEFGRID3
* xyz 1 1
S 0.184 3.610 1.749
N 0.141 0.225 -0.467
N 0.331 -2.400 0.208
C 0.686 -2.999 -2.101
C -0.014 1.118 0.723
C 0.232 2.561 0.290
C -1.583 -3.292 -1.032
C -0.122 -2.956 -1.047
H -0.322 -2.603 0.956
H 0.999 0.451 -0.971
H 0.264 4.791 1.128
H 0.694 0.796 1.486
H 0.214 -0.893 -0.207
H 0.318 -3.354 -3.048
H -1.018 0.985 1.119
H -1.765 -4.057 -0.278
H -0.568 2.864 -0.389
H -2.216 -2.418 -0.839
H -1.964 -3.628 -1.995
H 1.186 2.627 -0.237
H 1.284 -2.648 0.449
H 1.730 -2.759 -1.937
H -0.651 0.324 -1.104
*
```

Calculated values
HOMO-LUMO gap = 9.4319 eV
molar mass = 135.3 g/mol
HOMO = -12.53 eV
LUMO = -3.095 eV

=====

| no. | DFT total energy (eV) |
| --- | --- |
| 1 | -325880.4050 |
| 2 | -146644.9630 |
| 3 | -19237.1428 |